(1)
Computed, not measured: 5 unconnected molecules or ions with the total composition C12H41O19P5Si, with ωB97M-V with the def2-TZVPD basis set.

```
78
Properties=species:S:1:pos:R:3
O 3.624 -0.458 -0.895
P 3.446 -1.419 -1.987
O 3.860 -0.732 -3.410
O 1.844 -1.780 -2.068
Si 4.715 -3.237 -1.728
H 3.740 -1.377 -4.123
H 1.431 -0.910 -2.208
H 3.998 -4.371 -1.120
H 5.300 -3.584 -3.038
H 5.814 -2.825 -0.833
C -4.585 1.872 -0.966
O -4.218 0.637 -1.634
P -2.611 0.163 -1.748
O -2.663 -0.520 -3.066
O -2.748 -0.928 -0.538
C -3.363 -0.575 0.694
O -0.938 0.227 -1.544
C -0.368 1.561 -1.545
H -5.288 2.414 -1.593
H -5.083 1.643 -0.023
H -3.721 2.506 -0.770
H -4.420 -0.849 0.667
H -3.266 0.490 0.915
H -2.884 -1.137 1.495
H -0.780 2.148 -0.723
H -0.573 2.060 -2.496
H 0.708 1.478 -1.411
C 3.910 -10.315 -2.622
O 4.659 -9.156 -3.049
P 5.228 -8.026 -1.932
O 5.108 -6.811 -2.775
O 6.741 -8.634 -1.997
C 6.978 -10.033 -1.868
O 5.585 -7.286 -0.455
C 4.595 -7.408 0.585
H 3.031 -10.412 -3.259
H 4.519 -11.211 -2.748
H 3.589 -10.243 -1.583
H 7.026 -10.487 -2.859
H 6.209 -10.528 -1.272
H 7.938 -10.179 -1.378
H 4.433 -8.458 0.841
H 3.651 -6.956 0.269
H 4.959 -6.885 1.466
C -9.331 5.889 0.439
O -8.282 4.955 0.105
P -6.702 5.186 0.650
O -5.985 4.611 -0.515
O -6.881 4.072 1.831
C -8.010 4.097 2.699
O -5.382 5.847 1.470
C -5.334 7.284 1.569
H -9.889 6.121 -0.468
H -10.019 5.428 1.149
H -8.944 6.814 0.865
H -8.786 3.438 2.308
H -8.411 5.105 2.825
H -7.705 3.726 3.676
H -6.205 7.662 2.109
H -5.295 7.733 0.573
H -4.436 7.558 2.116
C 1.731 1.975 2.934
O 1.661 2.605 1.638
P 2.139 4.214 1.413
O 1.158 4.535 0.336
O 3.555 3.748 0.754
C 4.403 2.807 1.412
O 2.762 5.784 1.590
C 2.522 6.436 2.849
H 0.792 1.454 3.117
H 2.532 1.235 2.937
H 1.903 2.693 3.736
H 4.192 1.803 1.038
H 4.283 2.831 2.497
H 5.438 3.049 1.175
H 2.975 5.873 3.668
H 1.447 6.543 3.025
H 2.974 7.425 2.813
```

Net charge: 0
E_HOMO (eV): -9.00
Largest force on an atom (eV/Å): 8.3
Multiplicity: 1
SMILES: O=P(O)(O)[SiH3].COP(=O)(OC)OC.COP(=O)(OC)OC.COP(=O)(OC)OC.COP(=O)(OC)OC
Electronic energy (eV): -106329.8182
Kohn-Sham gap (Eh): 0.268

=====

(2)
Computed, not measured: a molecular structure, C4H8O2, with ωB97M-V with the def2-TZVPD basis set.

```
14
Properties=species:S:1:pos:R:3
O -1.856 0.600 1.699
C -1.382 -0.018 0.511
C 0.020 -0.559 0.549
C 0.771 -0.681 -1.348
C 1.186 0.061 -0.028
O 1.126 1.427 -0.295
H -1.342 1.402 1.855
H -1.449 0.647 -0.353
H -2.050 -0.870 0.366
H 0.197 -1.310 1.341
H 0.086 -0.179 -2.069
H 0.877 -1.724 -1.633
H 2.117 -0.236 0.480
H 1.698 1.438 -1.075
```

Net charge: 0
E_HOMO (eV): -8.59
Largest force on an atom (eV/Å): 2.9
Multiplicity: 1
Electronic energy (eV): -8369.3456
Kohn-Sham gap (Eh): 0.339

=====

(3)
Computed, not measured: a molecular structure, C32H53BrFeN13O3S2Si2, with ωB97M-V with the def2-TZVPD basis set.

```
107
Properties=species:S:1:pos:R:3
Fe 12.166 11.067 12.944
N 15.241 9.320 12.816
C 15.216 10.680 12.639
N 16.251 11.360 12.314
N 15.819 12.635 12.128
N 14.589 12.777 12.275
N 14.107 11.492 12.713
C 14.094 8.547 12.593
N 14.226 7.279 12.409
N 12.950 6.864 12.144
N 12.160 7.856 12.182
N 12.819 8.968 12.540
H 16.074 8.852 12.537
C 11.333 9.580 17.335
Si 10.686 10.243 15.695
C 10.276 8.638 14.809
C 9.080 11.160 16.015
N 11.869 11.195 14.943
C 11.935 12.480 15.419
C 11.967 12.818 16.740
C 11.794 14.167 17.164
C 11.803 15.150 16.195
C 11.718 14.853 14.830
C 11.745 13.538 14.351
N 11.654 13.049 13.054
Si 11.184 14.242 11.853
C 9.677 15.320 12.331
C 12.656 15.289 11.338
C 10.483 13.355 10.342
H 10.744 8.689 17.643
H 11.285 10.229 18.202
H 12.432 9.375 17.284
H 9.369 8.295 15.259
H 11.116 7.967 14.992
H 10.073 8.779 13.746
H 8.261 10.400 16.204
H 8.843 11.713 15.152
H 9.221 11.811 16.894
H 12.140 12.000 17.390
H 11.812 14.290 18.211
H 11.754 16.194 16.403
H 11.667 15.723 14.149
H 9.031 14.848 13.094
H 9.068 15.345 11.377
H 9.851 16.318 12.579
H 12.500 16.400 11.523
H 12.853 15.205 10.259
H 13.542 14.887 11.842
H 11.233 12.925 9.645
H 9.865 14.076 9.837
H 9.698 12.566 10.650
Br 7.627 9.939 12.495
C 7.936 9.600 10.598
C 6.803 9.251 9.850
C 6.905 8.729 8.549
C 8.160 8.562 8.020
C 9.289 9.038 8.723
C 9.212 9.600 9.997
C 10.547 10.178 10.569
O 10.468 10.648 11.746
O 11.531 10.141 9.852
H 5.824 9.223 10.338
H 6.106 8.315 8.055
H 8.326 8.008 7.077
H 10.276 8.902 8.410
C 12.989 6.784 7.146
C 13.788 6.391 8.363
C 14.898 7.347 8.870
C 14.400 8.815 8.770
N 14.886 9.482 7.532
C 16.135 9.797 7.205
S 16.791 9.596 5.631
N 16.939 10.043 8.218
C 16.714 10.875 9.387
C 17.437 12.237 9.317
C 16.677 13.429 8.756
C 16.206 13.095 7.303
H 12.279 6.021 6.831
H 13.633 7.135 6.343
H 12.312 7.630 7.358
H 14.205 5.387 8.190
H 13.078 6.284 9.165
H 15.810 7.196 8.295
H 15.225 7.166 9.921
H 14.731 9.334 9.595
H 13.364 9.018 8.890
H 14.301 9.420 6.687
H 17.837 10.232 7.821
H 17.093 10.309 10.274
H 15.640 11.060 9.567
H 18.393 12.160 8.759
H 17.707 12.403 10.392
H 17.285 14.320 8.777
H 15.837 13.718 9.390
H 17.144 12.723 6.792
H 15.893 13.971 6.722
H 15.373 12.384 7.277
C 5.246 11.974 15.589
S 4.960 13.441 16.601
C 6.620 13.320 17.348
O 3.951 13.000 17.600
H 5.437 11.149 16.247
H 6.018 12.202 14.854
H 4.338 11.666 15.085
H 7.425 13.193 16.563
H 6.519 12.381 17.878
H 6.796 14.157 17.995
```

Net charge: -2
E_HOMO (spin up / spin down) (eV): -2.31 / -2.45
Largest force on an atom (eV/Å): 3.4
Multiplicity: 6
Electronic energy (eV): -201417.2484
Kohn-Sham gap (spin up / spin down) (Eh): 0.220 / 0.225

=====

(4)
Computed, not measured: C5H10OS in the gas phase, with ωB97M-V with the def2-TZVPD basis set.

```
17
Properties=species:S:1:pos:R:3
C -2.655 -0.110 0.360
S -1.653 0.057 -1.105
C -0.234 -0.973 -0.644
C 0.584 -0.394 0.504
C 1.241 0.960 0.253
C 2.446 0.851 -0.651
O 3.567 0.661 -0.253
H -2.755 -1.143 0.683
H -3.663 0.236 0.114
H -2.386 0.536 1.196
H -0.574 -1.987 -0.420
H 0.366 -1.111 -1.520
H -0.055 -0.226 1.374
H 1.313 -1.145 0.798
H 1.670 1.320 1.193
H 0.535 1.685 -0.143
H 2.252 0.782 -1.738
```

Net charge: 0
E_HOMO (eV): -8.83
Largest force on an atom (eV/Å): 1.1
Multiplicity: 1
SMILES: CSCCCC=O
Electronic energy (eV): -18229.3786
Kohn-Sham gap (Eh): 0.355

=====

(5)
Computed, not measured: a molecular structure, C11H22Cl2I2NP2Sn, with ωB97M-V with the def2-TZVPD basis set.

```
41
Properties=species:S:1:pos:R:3
I 0.281 0.456 -3.155
I 0.072 3.697 -1.540
Sn 0.133 1.076 -0.376
P -2.557 1.060 -0.213
C -3.594 0.914 -1.724
C -3.074 -0.194 1.011
H -4.147 -0.014 1.169
H -4.245 2.430 0.792
H -2.568 -0.063 1.982
H -2.672 2.842 1.488
H -3.407 -0.044 -2.229
H -2.954 -1.234 0.672
C -3.189 2.604 0.551
H -4.663 0.971 -1.467
H -3.131 3.461 -0.130
H -3.389 1.744 -2.418
P 2.753 1.025 -0.190
C 3.784 0.946 -1.714
C 3.294 2.619 0.532
H 2.785 -0.093 1.989
H 4.380 -0.104 1.187
H 3.122 -1.247 0.648
C 3.299 -0.229 1.024
H 2.751 2.857 1.457
H 4.357 2.484 0.781
H 4.855 0.962 -1.448
H 3.594 1.817 -2.365
H 3.199 3.440 -0.195
H 3.566 0.016 -2.262
Cl 0.021 0.889 2.259
Cl -0.112 -4.110 3.116
C -0.100 -3.551 1.520
C -0.373 -4.391 0.436
C -0.428 -3.766 -0.828
C -0.494 -2.363 -0.891
N -0.003 -1.638 0.100
C 0.229 -2.213 1.278
H -0.471 -5.467 0.623
H -0.485 -4.264 -1.794
H -0.958 -1.794 -1.721
H 0.539 -1.532 2.046
```

Net charge: +3
E_HOMO (spin up / spin down) (eV): -18.03 / -18.01
Largest force on an atom (eV/Å): 3.2
Multiplicity: 1
Electronic energy (eV): -78880.3500
Kohn-Sham gap (spin up / spin down) (Eh): 0.105 / 0.105

=====

(6)
Computed, not measured: a molecular structure, C30H25N9O11P2SSr, with ωB97M-V with the def2-TZVPD basis set.

```
79
Properties=species:S:1:pos:R:3
Sr 0.231 -0.807 -1.598
O -3.509 -0.472 2.938
C -3.242 0.804 2.638
C -4.106 1.787 3.133
C -3.883 3.127 2.878
C -2.790 3.525 2.121
C -1.932 2.557 1.622
C -2.133 1.201 1.858
C -1.182 0.228 1.199
O -0.274 0.704 0.476
N -1.458 -1.050 1.431
N -0.702 -1.911 0.683
C -0.737 -3.136 1.039
C -0.008 -4.229 0.426
C -0.227 -5.499 0.975
C 0.443 -6.629 0.543
C 1.385 -6.486 -0.476
C 1.638 -5.263 -1.045
C 0.953 -4.072 -0.649
O 1.224 -2.958 -1.194
H -2.800 -1.022 2.460
H -4.957 1.461 3.721
H -4.571 3.866 3.276
H -2.608 4.575 1.922
H -1.074 2.811 1.009
H -1.346 -3.424 1.903
H -0.952 -5.586 1.780
H 0.245 -7.596 0.991
H 1.935 -7.354 -0.829
H 2.371 -5.161 -1.838
S 5.347 4.095 2.902
N 4.088 3.413 3.672
C 3.735 2.360 2.956
C 2.680 1.441 3.287
C 1.870 1.589 4.416
C 0.930 0.617 4.681
C 0.861 -0.489 3.832
N 1.604 -0.637 2.755
C 2.473 0.327 2.446
C 3.232 0.185 1.198
N 2.866 -0.787 0.357
C 3.536 -0.940 -0.772
C 4.607 -0.122 -1.149
C 4.979 0.902 -0.312
C 4.282 1.074 0.890
C 4.546 2.161 1.793
N 5.496 3.067 1.654
H 1.994 2.453 5.056
H 0.260 0.691 5.527
H 0.147 -1.284 4.025
H 3.186 -1.724 -1.436
H 5.074 -0.283 -2.110
H 5.774 1.589 -0.567
O 2.941 1.188 -5.038
P 2.179 0.037 -4.187
O 1.527 0.748 -3.032
O 3.110 -1.088 -3.909
O 1.023 -0.452 -5.178
P -0.597 -0.520 -4.982
O -1.021 -1.476 -6.215
O -0.832 -1.286 -3.724
O -1.170 0.827 -5.198
H 3.557 0.802 -5.653
H -0.899 -2.388 -5.961
C -3.672 3.669 -1.815
N -3.576 2.235 -1.914
C -4.588 1.386 -1.327
C -3.819 0.061 -1.155
O -4.334 -0.985 -0.837
N -2.492 0.301 -1.410
C -2.395 1.538 -1.845
N -1.241 2.149 -2.158
H -4.656 3.983 -2.165
H -2.932 4.150 -2.452
H -3.532 4.018 -0.784
H -5.460 1.256 -1.969
H -4.902 1.744 -0.340
H -0.438 1.562 -2.361
H -1.284 2.851 -2.882
```

Net charge: -2
E_HOMO (eV): -1.89
Largest force on an atom (eV/Å): 1.4
Multiplicity: 1
Electronic energy (eV): -97714.4617
Kohn-Sham gap (Eh): 0.197

=====

(7)
Computed, not measured: a molecular structure, C26H48Be2BrCaCl6N2O10Si2, with ωB97M-V with the def2-TZVPD basis set.

```
98
Properties=species:S:1:pos:R:3
C 1.206 -3.234 0.862
C 1.119 -1.739 0.331
C -0.333 -1.092 0.404
O -1.263 -1.764 -0.517
N -2.483 -1.207 -0.372
C -3.408 -2.371 -0.536
Br -4.801 -2.038 -1.942
C -4.086 -2.517 0.917
C -2.945 -3.173 1.811
H 2.320 -3.516 0.911
H 0.792 -3.376 1.909
H 0.729 -4.005 0.168
H 1.811 -1.055 0.933
H 1.431 -1.736 -0.789
H -0.226 0.000 0.048
H -0.763 -1.047 1.459
H -2.849 -3.319 -0.838
H -5.002 -3.191 0.826
H -4.387 -1.463 1.236
H -1.967 -3.304 1.224
H -3.252 -4.223 2.119
H -2.718 -2.496 2.692
Be 3.992 -3.212 -0.284
O 7.443 -4.542 -0.459
Cl 6.754 -5.785 -0.734
O 7.105 -6.260 -2.050
O 5.314 -5.548 -0.681
O 7.107 -6.771 0.255
C -5.725 1.434 -2.509
Si -4.518 1.939 -3.869
C -4.423 0.504 -5.077
C -2.836 2.151 -3.056
N -5.102 3.401 -4.604
Si -4.265 4.175 -5.896
C -4.140 3.083 -7.428
C -2.540 4.744 -5.416
C -5.226 5.717 -6.397
H -5.381 0.517 -2.023
H -5.800 2.215 -1.747
H -6.719 1.254 -2.924
H -4.274 -0.434 -4.534
H -3.588 0.613 -5.773
H -5.348 0.415 -5.652
H -2.817 3.041 -2.422
H -2.035 2.231 -3.796
H -2.612 1.283 -2.424
H -3.418 2.274 -7.292
H -3.804 3.687 -8.288
H -5.110 2.648 -7.680
H -2.560 5.290 -4.472
H -2.138 5.412 -6.184
H -1.847 3.904 -5.321
H -5.302 6.414 -5.560
H -6.233 5.454 -6.729
H -4.718 6.228 -7.222
Be -3.602 3.119 -10.069
C 2.884 -0.348 3.282
C 2.563 -1.665 2.549
C 3.234 -2.839 3.306
O 3.095 -1.602 1.325
H 3.959 -0.152 3.339
H 2.413 0.508 2.788
H 2.504 -0.383 4.309
H 1.474 -1.817 2.659
H 4.321 -2.734 3.363
H 3.014 -3.797 2.825
H 2.857 -2.894 4.333
C -0.456 -5.276 4.147
Cl -0.085 -5.918 2.532
Cl 0.536 -6.111 5.356
Cl -0.115 -3.532 4.171
Cl -2.178 -5.519 4.487
Ca 1.992 -0.666 -2.382
Cl -6.226 3.158 -10.445
O 4.749 2.407 -1.751
C 5.235 2.047 -0.707
O 4.897 0.892 -0.085
C 5.570 0.813 1.183
C 6.762 1.733 1.052
C 6.245 2.806 0.111
H 4.878 1.136 1.966
H 5.867 -0.218 1.379
H 7.114 2.120 2.009
H 7.592 1.200 0.579
H 5.736 3.610 0.648
H 7.038 3.206 -0.519
C 1.729 2.256 8.518
C 2.068 1.045 8.077
C 1.366 0.421 6.935
O 1.674 -0.686 6.532
C 0.275 1.192 6.301
C -0.064 2.403 6.742
C 0.638 3.028 7.884
O 0.331 4.132 8.285
H 2.232 2.728 9.353
H 2.865 0.467 8.529
H -0.227 0.719 5.466
H -0.860 2.981 6.290
```

Net charge: +1
E_HOMO (eV): -9.74
Largest force on an atom (eV/Å): 4.4
Multiplicity: 1
Electronic energy (eV): -231337.4236
Kohn-Sham gap (Eh): 0.087

=====

(8)
Computed, not measured: C4H6O2 in the gas phase, with ωB97M-V with the def2-TZVPD basis set.

```
12
Properties=species:S:1:pos:R:3
C -1.354 -0.436 -0.676
C -0.610 -0.633 0.625
O -1.013 -1.375 1.494
C 0.683 0.116 0.845
C 1.454 0.727 -0.245
O 0.631 1.515 0.588
H -1.020 -1.194 -1.395
H -2.420 -0.592 -0.500
H -1.183 0.552 -1.109
H 1.195 -0.172 1.763
H 1.110 0.632 -1.274
H 2.528 0.860 -0.115
```

Net charge: 0
E_HOMO (eV): -9.93
Largest force on an atom (eV/Å): 0.4
Multiplicity: 1
SMILES: CC(=O)[C@H]1CO1
Electronic energy (eV): -8338.7515
Kohn-Sham gap (Eh): 0.399

=====

(9)
Computed, not measured: a molecular structure, C6H16IO2Zn, with ωB97M-V with the def2-TZVPD basis set.

```
26
Properties=species:S:1:pos:R:3
Zn -0.182 5.254 -1.271
I 1.393 2.152 -1.902
C 2.646 -4.178 -3.100
C 1.181 -3.963 -3.360
C 0.416 -3.764 -2.036
O 1.040 -2.794 -4.145
H 2.877 -5.133 -2.627
H 3.000 -3.323 -2.523
H 3.151 -4.202 -4.065
H 0.757 -4.802 -3.910
H 0.193 -4.689 -1.504
H -0.536 -3.245 -2.151
H 1.020 -3.161 -1.359
H 1.198 -2.048 -3.562
C -0.646 3.344 4.034
C -1.220 3.075 2.633
C -2.644 2.524 2.710
O -1.182 4.314 2.027
H -1.139 4.146 4.585
H 0.377 3.709 3.942
H -0.613 2.465 4.678
H -0.511 2.395 2.161
H -3.099 2.416 1.726
H -3.320 3.074 3.365
H -2.563 1.486 3.033
H -1.593 4.945 2.621
```

Net charge: +1
E_HOMO (eV): -12.07
Largest force on an atom (eV/Å): 2.9
Multiplicity: 1
Electronic energy (eV): -67084.2218
Kohn-Sham gap (Eh): 0.108

=====

(10)
Computed, not measured: a molecular structure, C2H7NOS, with ωB97M-V with the def2-TZVPD basis set.

```
12
Properties=species:S:1:pos:R:3
C -1.600 0.048 -0.270
C -0.639 -1.061 -0.195
N 1.734 1.430 -0.336
O 2.455 -0.898 -0.263
S 1.457 0.020 0.252
H -2.678 -0.179 -0.409
H -1.541 0.531 0.656
H -1.198 0.817 -0.901
H -0.418 -1.282 -1.216
H -0.824 -1.664 0.672
H 1.632 2.184 0.325
H 1.620 0.054 1.685
```

Net charge: 0
E_HOMO (spin up / spin down) (eV): -9.02 / -9.02
Largest force on an atom (eV/Å): 2.7
Multiplicity: 1
Electronic energy (eV): -16555.8685
Kohn-Sham gap (spin up / spin down) (Eh): 0.317 / 0.317